Computed, not measured: a molecular structure, C21H47HfN5O2P2, with ωB97M-V with the def2-TZVPD basis set.

Its LUMO energy is -16.64 eV. The value obtained for the HOMO-LUMO gap is 5.22 eV. The value obtained for the HOMO energy is -21.866 eV. Its total charge is +4.

Each line ends with the Mulliken charge.
Positions of all 78 atoms, in Å:
Hf  -0.1264  0.4218  0.5491  0.6268
P  2.1074  -0.9046  0.9461  0.3803
P  -2.0746  0.8463  -1.1724  0.0724
O  1.0756  -0.1760  -2.5237  -0.1938
O  1.3018  3.3801  -0.0811  -0.0925
N  -0.8175  2.9605  4.2343  -0.5916
N  -0.6554  1.6061  2.4430  0.2965
N  -1.6000  1.0592  3.2572  -0.4222
N  -2.7487  1.9371  5.1371  -0.6039
N  -1.5848  1.8351  4.3745  0.8569
C  -4.3257  -0.1780  -2.6071  -1.5965
C  4.1136  1.0270  1.4866  -1.4999
C  2.4368  -2.6540  0.3787  0.5932
C  -1.8852  2.1279  -2.5102  0.9636
C  -1.3724  1.5631  -3.8338  -1.4913
C  -3.9363  0.5522  0.8918  -1.1675
C  -2.1626  -1.4075  -2.9460  -1.1989
C  1.4467  -2.3881  3.2354  -1.4298
C  1.8725  0.0651  3.6012  -2.1555
C  -2.9652  2.8947  0.5055  -1.3830
C  -0.2134  2.7315  3.0785  -0.3182
C  0.6392  0.0206  -1.4412  -0.0221
C  3.8669  0.3481  -0.9073  -1.3400
C  -2.9897  -0.5685  -1.9638  0.4424
C  0.7857  2.3516  0.1494  0.1071
C  3.7014  -3.2775  0.9941  -1.7617
C  -3.4226  1.5777  -0.1267  0.4889
C  2.4662  -2.8669  -1.1365  -1.3436
C  -3.1180  3.0082  -2.7701  -1.4861
C  2.2560  -1.1678  2.7860  0.3765
C  3.7426  -0.1141  0.5449  0.6719
H  4.9182  0.6368  -1.0749  0.4750
H  3.5845  -4.3704  0.9711  0.4623
H  3.3248  -1.3675  2.9306  0.9403
H  -1.0894  2.7667  -2.0872  0.1783
H  -4.7623  -0.0465  0.4761  0.3065
H  1.2223  -2.2977  4.3068  0.4765
H  3.2529  1.2408  -1.0831  0.2844
H  -4.8413  -1.1020  -2.9063  0.4902
H  2.1819  1.0184  3.1463  0.3482
H  4.1819  0.7198  2.5348  0.3854
H  -3.2618  3.7760  -2.0053  0.4099
H  1.5579  -3.1879  0.7733  0.5529
H  2.5101  -3.9539  -1.3135  0.4629
H  -4.0418  2.4235  -2.8580  0.3044
H  0.5478  3.3903  2.6609  0.4301
H  -2.4943  2.4084  6.0004  0.3480
H  -3.1665  -0.1547  1.2443  0.2082
H  -1.3451  -0.9631  1.0369  -0.1378
H  3.9023  -3.0025  2.0338  0.3949
H  1.5759  -2.4755  -1.6374  0.2185
H  -2.9789  3.5341  -3.7250  0.4637
H  -1.0942  -1.4229  -2.7082  0.1467
H  -3.2100  -1.2041  -1.0902  0.5852
H  2.3492  -0.0017  4.5939  0.4351
H  -2.1768  2.7237  1.2469  0.0203
H  -0.6028  -1.2127  1.4366  0.5313
H  -2.5345  -2.4421  -2.9033  0.4659
H  -4.3102  1.0706  1.7856  0.3940
H  3.3993  1.8535  1.3964  0.2750
H  0.7862  0.0980  3.7541  0.6435
H  5.0949  1.4201  1.1878  0.4858
H  -0.5661  0.8339  -3.7113  0.2136
H  3.3620  -2.4264  -1.5965  0.3261
H  -2.2842  -1.0602  -3.9817  0.3825
H  4.5936  -3.0464  0.3981  0.4969
H  -4.2349  1.7997  -0.8287  0.7225
H  3.5922  -0.4177  -1.6410  0.2065
H  0.4770  -2.4490  2.7207  0.2901
H  -2.5835  3.6128  -0.2326  0.2813
H  -4.1896  0.4147  -3.5209  0.3488
H  1.9752  -3.3390  3.0897  0.3418
H  -3.0802  0.9939  5.3429  0.3242
H  -5.0068  0.3512  -1.9324  0.3566
H  -3.8252  3.3420  1.0307  0.6056
H  -2.1812  1.1230  -4.4374  0.3135
H  -0.9605  2.4034  -4.4155  0.5664
H  4.4422  -0.9428  0.7098  0.4596



Computed, not measured: a molecular structure, C21H48BF4N10Pt, with ωB97M-V with the def2-TZVPD basis set.

Its LUMO energy (alpha / beta) is -2.04 / -3.02 eV. Its multiplicity is 3. The value obtained for the HOMO-LUMO gap (alpha / beta) is 8.09 / 8.06 eV. The value obtained for the HOMO energy (alpha / beta) is -10.126 / -11.080 eV. Its total charge is +1. The expectation value of S² is 2.005.

Each line ends with the Löwdin spin population.
Positions of all 85 atoms, in Å:
Pt  0.2191  0.5333  0.1061  1.3668
F  3.6345  3.3973  0.1404  0.0012
F  3.3385  2.9323  2.3781  0.0023
F  1.7899  4.2075  1.2481  0.0006
F  1.9658  1.9615  0.8276  0.0575
N  0.2091  1.7043  -1.7540  0.0458
N  2.0678  1.0403  -2.9911  0.0007
N  0.5456  -1.0678  4.3023  0.0039
N  -1.2338  2.0511  0.7564  0.1767
N  0.1503  0.0925  2.2900  0.0538
N  -1.6527  -0.6511  -0.1000  0.0987
N  -2.6367  -2.7815  0.0858  0.0106
N  1.8241  -1.5296  2.4470  0.0001
N  0.4295  2.3499  -3.9959  0.0058
N  -1.2033  -2.2867  -1.6697  0.0042
C  -0.7944  -1.1413  4.8518  0.0000
C  -3.4931  -3.6901  -0.6565  0.0009
C  1.3213  3.1475  -4.8191  0.0005
C  2.5065  0.4836  -4.2631  0.0000
C  -2.6044  -2.9778  1.5217  0.0006
C  2.5348  -1.0814  1.2733  0.0263
C  1.8750  -2.9643  2.6808  -0.0001
C  0.7996  -0.7960  2.9859  0.0057
C  -2.6149  -0.0444  0.8096  0.0056
C  -1.8197  -1.8698  -0.5304  0.0128
C  -0.5930  1.1406  2.9981  0.0047
C  0.8830  1.6811  -2.8763  0.0080
C  -0.6376  -1.3228  -2.5899  0.0038
C  -2.5886  1.4757  0.6481  0.0087
C  -0.6649  -3.6348  -1.7844  0.0000
C  -0.9937  3.1707  -0.1797  0.0079
C  -0.8776  2.0859  -4.5623  0.0004
C  -0.8776  2.6742  -1.6127  0.0027
C  -0.8061  2.3765  2.1295  0.0092
C  1.6181  -1.3689  5.2405  0.0006
C  2.9131  0.7624  -1.8414  0.0139
B  2.7370  3.1865  1.1688  0.0049
H  1.5383  2.6762  -5.7828  0.0003
H  -3.2479  1.9357  1.3919  0.0037
H  -1.7946  -2.3980  1.9583  0.0000
H  2.0144  -1.3607  0.3404  0.0151
H  0.8512  4.1133  -5.0155  0.0000
H  1.5710  -3.5058  1.7776  -0.0001
H  -1.8269  2.2238  -1.9219  -0.0001
H  -2.3933  -0.2998  1.8453  -0.0001
H  3.5099  -1.5707  1.2508  0.0018
H  -3.4911  -3.4266  -1.7103  0.0000
H  -1.0631  -0.2581  5.4366  0.0000
H  -2.9806  1.7205  -0.3376  0.0000
H  -0.7814  1.5622  -5.5200  0.0003
H  2.2547  3.3253  -4.2913  0.0000
H  -3.5482  -2.6959  1.9966  0.0001
H  -1.4222  3.0164  -4.7403  0.0000
H  -1.4643  1.4615  -3.8952  0.0000
H  0.3710  -1.0088  -2.2974  0.0045
H  -0.0331  1.4663  3.8794  0.0005
H  1.6037  -2.4186  5.5471  0.0003
H  2.5804  -1.1400  4.7934  0.0000
H  -2.4173  -4.0333  1.7378  0.0004
H  2.8245  -0.5485  -4.1083  0.0000
H  -0.0597  3.6494  0.1127  0.0002
H  -3.1729  -4.7302  -0.5492  0.0006
H  -1.5258  -1.2787  4.0572  0.0000
H  2.8869  -3.2774  2.9423  0.0001
H  3.1659  1.6739  -1.3057  0.0003
H  0.4257  -3.5926  -1.8518  0.0000
H  0.1260  2.9296  2.0531  0.0002
H  1.6899  0.4789  -4.9792  0.0000
H  -1.5496  3.0252  2.6074  0.0045
H  -0.9296  -4.2259  -0.9133  0.0000
H  -1.8025  3.9065  -0.1087  0.0041
H  2.4294  0.0784  -1.1402  0.0131
H  3.8262  0.2920  -2.1981  0.0005
H  1.4946  -0.7506  6.1313  -0.0001
H  -1.2683  -0.4378  -2.6293  -0.0002
H  -0.5883  -1.7788  -3.5792  0.0000
H  3.3466  1.0392  -4.6845  0.0001
H  -1.5585  0.7758  3.3546  0.0002
H  -0.7122  3.5393  -2.2581  0.0002
H  -0.8516  -2.0126  5.5074  0.0001
H  -3.6291  -0.3956  0.5962  0.0013
H  -4.5157  -3.6108  -0.2811  0.0000
H  1.2042  -3.2429  3.4886  0.0000
H  -1.0452  -4.1324  -2.6781  0.0002
H  2.6880  -0.0052  1.3077  0.0026